This record from OMol25 describes the ion CClO4S with charge -1 at a distorted geometry. The level of theory is ωB97M-V/def2-TZVPD.

```
! RIJCOSX wB97M-V def2-TZVPD def2/J DEFGRID3
* xyz -1 1
C 0.219 0.968 0.336
O 0.649 -0.699 -1.443
O 1.008 1.794 0.090
O -1.501 -1.017 -0.314
O 0.591 -1.546 0.816
S -0.097 -0.796 -0.207
Cl -1.009 1.130 1.907
*
```

Calculated values
SMILES string ... O=C(Cl)S(=O)(=O)[O-]
Energy relative to the best compared isomer or geometry (same formula, charge and spin) ... 7.8 kcal/mol
Lowest unoccupied orbital energy ... 3.716 eV
E ... -1197.5313 Ha

***

This record from OMol25 describes a structure of composition CCrF4NO2S2 at a distorted geometry. The level of theory is ωB97M-V/def2-TZVPD.

```
! RIJCOSX wB97M-V def2-TZVPD def2/J DEFGRID3
* xyz 1 5
Cr 0.192 1.029 2.769
F 1.391 2.158 0.614
N -0.667 0.668 -1.071
S 0.172 2.006 -0.937
O 0.799 2.353 -2.211
S -1.255 -0.228 0.143
O -0.724 0.049 1.553
C -0.155 -1.742 -0.169
F -0.611 -2.702 0.616
F -0.246 -2.090 -1.435
F 1.104 -1.500 0.129
*
```

Calculated values
Energy relative to the best compared isomer or geometry (same formula, charge and spin) ... 52.3 kcal/mol
Lowest unoccupied orbital energy (spin up / spin down) ... -7.905 / -7.052 eV
E ... -2483.2229 Ha

***

This record from OMol25 describes a cluster of 2 separate species, CF2N2 in total at a distorted geometry. The level of theory is ωB97M-V/def2-TZVPD.

```
! RIJCOSX wB97M-V def2-TZVPD def2/J DEFGRID3
* xyz 0 3
C 2.060 1.010 0.365
N -2.400 -0.982 -0.050
N -1.341 -0.849 -0.380
F 0.753 1.060 0.569
F 2.282 -0.092 -0.322
*
```

Calculated values
Energy relative to the best compared isomer or geometry (same formula, charge and spin) ... 0.1 kcal/mol
Lowest unoccupied orbital energy (spin up / spin down) ... 1.363 / -2.655 eV
E ... -347.2032 Ha

***

This record from OMol25 describes a cluster of 2 separate species, CF2NO2 in total at a distorted geometry. The level of theory is ωB97M-V/def2-TZVPD.

```
! RIJCOSX wB97M-V def2-TZVPD def2/J DEFGRID3
* xyz -1 1
C -1.225 0.942 -0.462
N 1.443 -0.911 1.091
O -1.079 1.215 -1.580
O -1.438 0.839 0.663
F 0.900 -0.366 -0.172
F 2.350 -1.996 0.583
*
```

Calculated values
Energy relative to the best compared isomer or geometry (same formula, charge and spin) ... 19.7 kcal/mol
Lowest unoccupied orbital energy ... 3.552 eV
E ... -442.9948 Ha

***

This record from OMol25 describes the ion CF2NO2 with charge -1 at a distorted geometry. The level of theory is ωB97M-V/def2-TZVPD.

```
! RIJCOSX wB97M-V def2-TZVPD def2/J DEFGRID3
* xyz -1 1
C -0.832 -0.082 -0.045
N 0.805 0.034 0.445
O -1.159 -1.188 0.378
O -1.317 0.789 -0.677
F 1.457 -0.838 -0.522
F 1.626 1.222 0.314
*
```

Calculated values
SMILES string ... O=C([O-])N(F)F
Energy relative to the best compared isomer or geometry (same formula, charge and spin) ... 4.3 kcal/mol
Lowest unoccupied orbital energy ... 4.573 eV
E ... -443.0193 Ha

***

This record from OMol25 describes a cluster of 2 separate species, CF2O2S in total at a distorted geometry. The level of theory is ωB97M-V/def2-TZVPD.

```
! RIJCOSX wB97M-V def2-TZVPD def2/J DEFGRID3
* xyz 0 1
C 2.184 0.377 -0.022
O 0.951 0.422 -0.244
O -2.263 -0.162 -1.136
F 2.856 -0.816 0.111
F -2.179 0.619 1.199
S -1.549 -0.440 0.092
*
```

Calculated values
Energy relative to the best compared isomer or geometry (same formula, charge and spin) ... 66.8 kcal/mol
Lowest unoccupied orbital energy (spin up / spin down) ... -2.736 / -1.056 eV
E ... -786.3815 Ha

***

This record from OMol25 describes a cluster of 2 separate species, CF2OS in total at a distorted geometry. The level of theory is ωB97M-V/def2-TZVPD.

```
! RIJCOSX wB97M-V def2-TZVPD def2/J DEFGRID3
* xyz 0 1
C -0.052 -0.002 -1.553
O -0.222 0.749 -0.675
F -0.212 -1.262 -1.419
F 0.952 1.720 2.757
S 0.139 0.449 2.249
*
```

Calculated values
Energy relative to the best compared isomer or geometry (same formula, charge and spin) ... 73.0 kcal/mol
Lowest unoccupied orbital energy (spin up / spin down) ... -1.869 / -1.993 eV
E ... -711.1187 Ha

***

This record from OMol25 describes a structure of composition CF3FeO2S at a distorted geometry. The level of theory is ωB97M-V/def2-TZVPD.

```
! RIJCOSX wB97M-V def2-TZVPD def2/J DEFGRID3
* xyz 1 7
O -1.512 3.216 2.225
Fe -0.680 2.417 0.764
S -1.607 0.306 -1.213
O -0.556 0.872 -0.122
C -1.996 -1.323 -0.532
F -1.971 -2.302 -1.469
F -1.062 -1.620 0.378
F -3.207 -1.409 0.037
*
```

Calculated values
Lowest unoccupied orbital energy (spin up / spin down) ... -5.750 / -8.939 eV
E ... -2149.6137 Ha